Density functional theory data (wB97M-V/def2-TZVPD) for a 12-piece molecular cluster, C81H192N12O21 overall in a non-equilibrium geometry.

Bonds (Å) are listed after each position.
Positions of all 306 atoms, in Å:
1 C 6.134 -0.235 0.887  C2 1.511, H12 1.090, H13 1.090, H14 1.090
2 C 7.444 0.015 1.597  C1 1.511, C3 1.551, C4 1.544, N10 1.490
3 C 8.323 -1.231 1.312  C2 1.551, H15 1.090, H16 1.090, H17 1.090
4 C 8.175 1.270 1.073  C2 1.544, C5 1.502, H18 1.090, H19 1.090
5 C 7.602 2.585 1.521  C4 1.502, C6 1.609, H20 1.090, H21 1.090
6 C 7.450 2.572 3.123  C5 1.609, C7 1.524, H22 1.090, H23 1.090
7 C 6.690 1.378 3.688  C6 1.524, C8 1.614, C9 1.525, N10 1.521
8 C 7.166 1.302 5.229  C7 1.614, H24 1.090, H25 1.090, H26 1.090
9 C 5.187 1.632 3.641  C7 1.525, H27 1.090, H28 1.090, H29 1.090
10 N 7.298 0.126 3.076  C2 1.490, C7 1.521, O11 1.467
11 O 6.801 -1.129 3.650  N10 1.467, H30 0.960
12 H 5.348 0.512 1.001  C1 1.090
13 H 6.273 -0.217 -0.194  C1 1.090
14 H 5.690 -1.177 1.207  C1 1.090
15 H 8.674 -1.175 0.282  C3 1.090
16 H 9.197 -1.048 1.937  C3 1.090
17 H 7.879 -2.144 1.709  C3 1.090
18 H 9.220 1.229 1.380  C4 1.090
19 H 8.094 1.342 -0.012  C4 1.090
20 H 8.278 3.416 1.319  C5 1.090
21 H 6.681 2.691 0.947  C5 1.090
22 H 6.918 3.484 3.396  C6 1.090
23 H 8.436 2.797 3.530  C6 1.090
24 H 7.009 2.253 5.737  C8 1.090
25 H 8.237 1.167 5.382  C8 1.090
26 H 6.615 0.519 5.750  C8 1.090
27 H 4.625 0.699 3.690  C9 1.090
28 H 4.901 2.152 2.726  C9 1.090
29 H 4.929 2.243 4.507  C9 1.090
30 H 7.509 -1.494 4.185  O11 0.960
31 C 0.080 7.859 -0.752  C32 1.567, H42 1.090, H43 1.090, H44 1.090
32 C 0.834 7.737 0.617  C31 1.567, C33 1.560, C34 1.591, N40 1.450
33 C 0.259 8.718 1.685  C32 1.560, H45 1.090, H46 1.090, H47 1.090
34 C 0.354 6.318 1.154  C32 1.591, C35 1.510, H48 1.090, H49 1.090
35 C 0.973 5.161 0.408  C34 1.510, C36 1.501, H50 1.090, H51 1.090
36 C 2.468 5.258 0.496  C35 1.501, C37 1.574, H52 1.090, H53 1.090
37 C 3.085 6.649 0.090  C36 1.574, C38 1.578, C39 1.502, N40 1.526
38 C 4.542 6.641 0.697  C37 1.578, H54 1.090, H55 1.090, H56 1.090
39 C 3.221 6.699 -1.405  C37 1.502, H57 1.090, H58 1.090, H59 1.090
40 N 2.281 7.834 0.615  C32 1.450, C37 1.526, O41 1.388
41 O 2.690 9.097 0.210  N40 1.388, H60 0.960
42 H 0.177 7.085 -1.513  C31 1.090
43 H -0.997 8.022 -0.707  C31 1.090
44 H 0.373 8.768 -1.277  C31 1.090
45 H 0.635 8.420 2.664  C33 1.090
46 H 0.644 9.729 1.547  C33 1.090
47 H -0.828 8.730 1.762  C33 1.090
48 H 0.679 6.132 2.178  C34 1.090
49 H -0.729 6.210 1.205  C34 1.090
50 H 0.592 4.235 0.840  C35 1.090
51 H 0.589 5.226 -0.611  C35 1.090
52 H 2.886 4.387 -0.007  C36 1.090
53 H 2.702 5.052 1.540  C36 1.090
54 H 5.003 7.558 0.329  C38 1.090
55 H 5.118 5.734 0.513  C38 1.090
56 H 4.503 6.670 1.785  C38 1.090
57 H 2.262 6.551 -1.902  C39 1.090
58 H 3.924 5.954 -1.778  C39 1.090
59 H 3.595 7.700 -1.622  C39 1.090
60 H 2.844 9.490 1.072  O41 0.960
61 C -1.556 -0.988 -0.154  C62 1.496, H72 1.090, H73 1.090, H74 1.090
62 C -0.109 -0.640 -0.007  C61 1.496, C63 1.542, C64 1.588, N70 1.470
63 C 0.120 -0.088 1.414  C62 1.542, H75 1.090, H76 1.090, H77 1.090
64 C 0.686 -2.011 -0.107  C62 1.588, C65 1.509, H78 1.090, H79 1.090
65 C 2.156 -1.840 -0.399  C64 1.509, C66 1.597, H80 1.090, H81 1.090
66 C 2.330 -0.787 -1.587  C65 1.597, C67 1.490, H82 1.090, H83 1.090
67 C 1.734 0.556 -1.341  C66 1.490, C68 1.538, C69 1.568, N70 1.478
68 C 2.640 1.273 -0.325  C67 1.538, H84 1.090, H85 1.090, H86 1.090
69 C 1.818 1.356 -2.687  C67 1.568, H87 1.090, H88 1.090, H89 1.090
70 N 0.307 0.323 -1.038  C62 1.470, C67 1.478, O71 1.432
71 O -0.467 1.529 -1.046  N70 1.432, H90 0.960
72 H -1.731 -1.271 -1.192  C61 1.090
73 H -1.826 -1.905 0.369  C61 1.090
74 H -2.281 -0.208 0.081  C61 1.090
75 H 1.145 -0.134 1.782  C63 1.090
76 H -0.160 0.946 1.620  C63 1.090
77 H -0.319 -0.795 2.117  C63 1.090
78 H 0.537 -2.617 0.788  C64 1.090
79 H 0.174 -2.579 -0.884  C64 1.090
80 H 2.776 -1.434 0.401  C65 1.090
81 H 2.566 -2.814 -0.664  C65 1.090
82 H 1.868 -1.346 -2.401  C66 1.090
83 H 3.395 -0.760 -1.820  C66 1.090
84 H 2.861 0.707 0.579  C68 1.090
85 H 2.031 2.087 0.069  C68 1.090
86 H 3.517 1.755 -0.757  C68 1.090
87 H 1.245 0.930 -3.511  C69 1.090
88 H 2.860 1.500 -2.974  C69 1.090
89 H 1.511 2.396 -2.575  C69 1.090
90 H -1.130 1.383 -1.726  O71 0.960
91 C -5.179 -3.080 -5.023  O92 1.431, H100 1.090, H101 1.090, H102 1.090
92 O -4.271 -2.489 -4.087  C91 1.431, C93 1.458
93 C -4.418 -2.937 -2.707  O92 1.458, C94 1.517, H103 1.090, H104 1.090
94 C -5.758 -2.494 -2.149  C93 1.517, N95 1.470, H105 1.090, H106 1.090
95 N -5.852 -1.034 -2.301  C94 1.470, C96 1.529, H107 1.010
96 C -7.295 -0.534 -2.239  N95 1.529, C97 1.511, H108 1.090, H109 1.090
97 C -7.392 0.870 -1.690  C96 1.511, O98 1.434, H110 1.090, H111 1.090
98 O -6.618 1.798 -2.461  C97 1.434, C99 1.409
99 C -6.773 3.116 -1.990  O98 1.409, H112 1.090, H113 1.090, H114 1.090
100 H -4.900 -2.607 -5.964  C91 1.090
101 H -6.253 -2.907 -4.954  C91 1.090
102 H -4.960 -4.131 -5.211  C91 1.090
103 H -3.642 -2.463 -2.108  C93 1.090
104 H -4.098 -3.974 -2.610  C93 1.090
105 H -5.952 -2.909 -1.161  C94 1.090
106 H -6.469 -3.006 -2.798  C94 1.090
107 H -5.392 -0.730 -3.147  N95 1.010
108 H -7.856 -1.241 -1.627  C96 1.090
109 H -7.778 -0.670 -3.206  C96 1.090
110 H -7.072 0.917 -0.649  C97 1.090
111 H -8.422 1.179 -1.866  C97 1.090
112 H -6.532 3.200 -0.931  C99 1.090
113 H -7.787 3.502 -2.095  C99 1.090
114 H -6.202 3.795 -2.623  C99 1.090
115 C 5.421 3.870 -2.722  O116 1.420, H124 1.090, H125 1.090, H126 1.090
116 O 6.434 2.886 -2.565  C115 1.420, C117 1.399
117 C 6.036 1.574 -2.840  O116 1.399, C118 1.524, H127 1.090, H128 1.090
118 C 5.828 1.235 -4.311  C117 1.524, N119 1.415, H129 1.090, H130 1.090
119 N 7.032 1.183 -5.052  C118 1.415, C120 1.499, H131 1.010
120 C 8.037 0.111 -4.759  N119 1.499, C121 1.463, H132 1.090, H133 1.090
121 C 7.572 -1.262 -4.960  C120 1.463, O122 1.445, H134 1.090, H135 1.090
122 O 6.567 -1.652 -3.997  C121 1.445, C123 1.395
123 C 5.871 -2.791 -4.403  O122 1.395, H136 1.090, H137 1.090, H138 1.090
124 H 4.966 4.082 -3.690  C115 1.090
125 H 5.721 4.698 -2.080  C115 1.090
126 H 4.497 3.641 -2.192  C115 1.090
127 H 5.144 1.449 -2.225  C117 1.090
128 H 6.815 0.940 -2.416  C117 1.090
129 H 5.099 1.913 -4.754  C118 1.090
130 H 5.301 0.283 -4.237  C118 1.090
131 H 7.486 2.002 -4.673  N119 1.010
132 H 8.424 0.209 -3.745  C120 1.090
133 H 8.852 0.198 -5.477  C120 1.090
134 H 8.316 -2.054 -5.044  C121 1.090
135 H 7.099 -1.272 -5.942  C121 1.090
136 H 5.047 -2.437 -5.023  C123 1.090
137 H 5.497 -3.391 -3.574  C123 1.090
138 H 6.448 -3.487 -5.012  C123 1.090
139 C -3.746 0.384 8.762  O140 1.473, H148 1.090, H149 1.090, H150 1.090
140 O -3.092 -0.106 7.536  C139 1.473, C141 1.362
141 C -3.529 0.501 6.397  O140 1.362, C142 1.578, H151 1.090, H152 1.090
142 C -2.809 -0.134 5.143  C141 1.578, N143 1.486, H153 1.090, H154 1.090
143 N -1.341 0.092 5.128  C142 1.486, C144 1.452, H155 1.010
144 C -0.902 1.393 4.658  N143 1.452, C145 1.550, H156 1.090, H157 1.090
145 C 0.645 1.468 4.711  C144 1.550, O146 1.477, H158 1.090, H159 1.090
146 O 1.149 1.303 6.089  C145 1.477, C147 1.452
147 C 2.561 1.580 6.284  O146 1.452, H160 1.090, H161 1.090, H162 1.090
148 H -4.585 -0.291 8.934  C139 1.090
149 H -4.089 1.417 8.814  C139 1.090
150 H -2.949 0.380 9.506  C139 1.090
151 H -3.238 1.548 6.483  C141 1.090
152 H -4.612 0.402 6.334  C141 1.090
153 H -3.374 0.119 4.246  C142 1.090
154 H -2.819 -1.218 5.255  C142 1.090
155 H -0.960 0.015 6.061  N143 1.010
156 H -1.444 2.138 5.242  C144 1.090
157 H -1.266 1.535 3.641  C144 1.090
158 H 0.958 2.449 4.354  C145 1.090
159 H 1.160 0.737 4.088  C145 1.090
160 H 2.625 1.949 7.308  C147 1.090
161 H 2.999 2.184 5.489  C147 1.090
162 H 3.207 0.703 6.321  C147 1.090
163 C 6.268 -4.734 -0.414  O164 1.400, H172 1.090, H173 1.090, H174 1.090
164 O 4.992 -4.546 -0.960  C163 1.400, C165 1.447
165 C 4.618 -5.480 -1.999  O164 1.447, C166 1.535, H175 1.090, H176 1.090
166 C 3.249 -5.160 -2.615  C165 1.535, N167 1.512, H177 1.090, H178 1.090
167 N 2.683 -6.379 -3.307  C166 1.512, C168 1.473, H179 1.010
168 C 2.437 -7.538 -2.432  N167 1.473, C169 1.524, H180 1.090, H181 1.090
169 C 1.520 -8.584 -3.055  C168 1.524, O170 1.465, H182 1.090, H183 1.090
170 O 0.188 -8.070 -3.381  C169 1.465, C171 1.410
171 C -0.722 -8.961 -3.989  O170 1.410, H184 1.090, H185 1.090, H186 1.090
172 H 6.464 -3.905 0.266  C163 1.090
173 H 7.051 -4.795 -1.169  C163 1.090
174 H 6.330 -5.629 0.205  C163 1.090
175 H 4.746 -6.454 -1.528  C165 1.090
176 H 5.392 -5.496 -2.766  C165 1.090
177 H 3.377 -4.363 -3.348  C166 1.090
178 H 2.540 -4.794 -1.873  C166 1.090
179 H 1.822 -6.105 -3.760  N167 1.010
180 H 1.946 -7.191 -1.523  C168 1.090
181 H 3.342 -8.047 -2.104  C168 1.090
182 H 1.451 -9.497 -2.465  C169 1.090
183 H 2.066 -8.838 -3.964  C169 1.090
184 H -0.676 -8.827 -5.070  C171 1.090
185 H -1.778 -8.716 -3.874  C171 1.090
186 H -0.585 -10.023 -3.786  C171 1.090
187 C -3.917 -5.423 4.885  O188 1.434, H196 1.090, H197 1.090, H198 1.090
188 O -3.079 -5.518 3.726  C187 1.434, C189 1.471
189 C -1.650 -5.351 4.029  O188 1.471, C190 1.587, H199 1.090, H200 1.090
190 C -1.181 -3.865 4.330  C189 1.587, N191 1.482, H201 1.090, H202 1.090
191 N 0.275 -3.735 4.576  C190 1.482, C192 1.467, H203 1.010
192 C 0.758 -2.357 4.438  N191 1.467, C193 1.541, H204 1.090, H205 1.090
193 C 2.295 -2.255 4.479  C192 1.541, O194 1.385, H206 1.090, H207 1.090
194 O 2.941 -3.073 3.567  C193 1.385, C195 1.405
195 C 4.309 -2.779 3.445  O194 1.405, H208 1.090, H209 1.090, H210 1.090
196 H -3.681 -6.059 5.739  C187 1.090
197 H -4.880 -5.822 4.565  C187 1.090
198 H -4.098 -4.364 5.066  C187 1.090
199 H -1.179 -5.677 3.102  C189 1.090
200 H -1.308 -6.177 4.653  C189 1.090
201 H -1.631 -3.532 5.265  C190 1.090
202 H -1.549 -3.140 3.604  C190 1.090
203 H 0.812 -4.288 3.922  N191 1.010
204 H 0.385 -1.828 5.314  C192 1.090
205 H 0.348 -2.041 3.479  C192 1.090
206 H 2.671 -2.515 5.468  C193 1.090
207 H 2.496 -1.184 4.447  C193 1.090
208 H 4.330 -1.743 3.107  C195 1.090
209 H 4.835 -3.411 2.729  C195 1.090
210 H 4.847 -2.698 4.390  C195 1.090
211 C -3.460 1.191 -3.178  O212 1.443, H220 1.090, H221 1.090, H222 1.090
212 O -2.045 1.420 -3.351  C211 1.443, C213 1.428
213 C -1.584 1.071 -4.657  O212 1.428, C214 1.569, H223 1.090, H224 1.090
214 C -1.408 -0.479 -4.822  C213 1.569, N215 1.438, H225 1.090, H226 1.090
215 N -0.474 -1.117 -3.936  C214 1.438, C216 1.519, H227 1.010
216 C -0.566 -2.633 -3.881  N215 1.519, C217 1.511, H228 1.090, H229 1.090
217 C 0.079 -3.223 -5.113  C216 1.511, O218 1.446, H230 1.090, H231 1.090
218 O 0.435 -4.620 -4.988  C217 1.446, C219 1.403
219 C -0.693 -5.450 -5.059  O218 1.403, H232 1.090, H233 1.090, H234 1.090
220 H -3.605 0.119 -3.312  C211 1.090
221 H -4.074 1.836 -3.808  C211 1.090
222 H -3.890 1.360 -2.191  C211 1.090
223 H -0.634 1.547 -4.897  C213 1.090
224 H -2.165 1.554 -5.443  C213 1.090
225 H -1.202 -0.706 -5.869  C214 1.090
226 H -2.402 -0.878 -4.619  C214 1.090
227 H -0.530 -0.715 -3.011  N215 1.010
228 H -1.601 -2.935 -3.716  C216 1.090
229 H -0.050 -2.987 -2.989  C216 1.090
230 H 1.069 -2.791 -5.257  C217 1.090
231 H -0.451 -3.071 -6.053  C217 1.090
232 H -1.345 -5.311 -5.922  C219 1.090
233 H -1.232 -5.597 -4.123  C219 1.090
234 H -0.261 -6.423 -5.292  C219 1.090
235 C -6.759 -3.386 5.666  O236 1.437, H244 1.090, H245 1.090, H246 1.090
236 O -6.036 -3.402 4.425  C235 1.437, C237 1.442
237 C -6.806 -4.105 3.429  O236 1.442, C238 1.578, H247 1.090, H248 1.090
238 C -6.122 -3.981 2.012  C237 1.578, N239 1.465, H249 1.090, H250 1.090
239 N -5.003 -4.916 1.873  C238 1.465, C240 1.497, H251 1.010
240 C -4.289 -4.667 0.582  N239 1.497, C241 1.580, H252 1.090, H253 1.090
241 C -3.056 -5.606 0.274  C240 1.580, O242 1.408, H254 1.090, H255 1.090
242 O -2.435 -4.939 -0.800  C241 1.408, C243 1.482
243 C -1.007 -5.261 -1.028  O242 1.482, H256 1.090, H257 1.090, H258 1.090
244 H -6.382 -2.672 6.399  C235 1.090
245 H -6.769 -4.335 6.202  C235 1.090
246 H -7.795 -3.067 5.549  C235 1.090
247 H -7.869 -3.863 3.409  C237 1.090
248 H -6.823 -5.152 3.730  C237 1.090
249 H -5.755 -2.983 1.769  C238 1.090
250 H -6.904 -4.226 1.294  C238 1.090
251 H -4.338 -4.896 2.633  N239 1.010
252 H -3.855 -3.667 0.588  C240 1.090
253 H -4.863 -4.791 -0.336  C240 1.090
254 H -3.303 -6.632 0.000  C241 1.090
255 H -2.404 -5.396 1.122  C241 1.090
256 H -1.076 -6.348 -0.986  C243 1.090
257 H -0.363 -4.851 -0.250  C243 1.090
258 H -0.714 -4.951 -2.032  C243 1.090
259 C 2.391 6.123 -5.780  O260 1.396, H268 1.090, H269 1.090, H270 1.090
260 O 1.512 5.919 -4.715  C259 1.396, C261 1.427
261 C 0.661 4.774 -4.662  O260 1.427, C262 1.562, H271 1.090, H272 1.090
262 C -0.117 4.538 -3.329  C261 1.562, N263 1.477, H273 1.090, H274 1.090
263 N -1.281 5.426 -3.136  C262 1.477, C264 1.472, H275 1.010
264 C -2.353 4.842 -2.311  N263 1.472, C265 1.603, H276 1.090, H277 1.090
265 C -3.645 5.753 -2.578  C264 1.603, O266 1.438, H278 1.090, H279 1.090
266 O -3.826 6.126 -3.955  C265 1.438, C267 1.403
267 C -4.457 5.169 -4.763  O266 1.403, H280 1.090, H281 1.090, H282 1.090
268 H 3.198 6.763 -5.423  C259 1.090
269 H 1.962 6.610 -6.656  C259 1.090
270 H 2.874 5.183 -6.047  C259 1.090
271 H 1.279 3.897 -4.855  C261 1.090
272 H -0.017 4.878 -5.509  C261 1.090
273 H 0.580 4.715 -2.510  C262 1.090
274 H -0.436 3.500 -3.235  C262 1.090
275 H -1.764 5.805 -3.938  N263 1.010
276 H -1.981 4.790 -1.288  C264 1.090
277 H -2.398 3.844 -2.747  C264 1.090
278 H -3.626 6.659 -1.973  C265 1.090
279 H -4.518 5.206 -2.223  C265 1.090
280 H -3.872 4.250 -4.797  C267 1.090
281 H -4.619 5.534 -5.777  C267 1.090
282 H -5.458 4.886 -4.438  C267 1.090
283 C -3.144 2.651 1.845  O284 1.404, H292 1.090, H293 1.090, H294 1.090
284 O -3.995 1.582 2.167  C283 1.404, C285 1.438
285 C -4.852 1.034 1.150  O284 1.438, C286 1.552, H295 1.090, H296 1.090
286 C -5.990 0.153 1.730  C285 1.552, N287 1.484, H297 1.090, H298 1.090
287 N -7.156 1.012 2.054  C286 1.484, C288 1.490, H299 1.010
288 C -8.352 0.233 2.481  N287 1.490, C289 1.563, H300 1.090, H301 1.090
289 C -9.356 1.194 3.197  C288 1.563, O290 1.416, H302 1.090, H303 1.090
290 O -10.546 0.509 3.542  C289 1.416, C291 1.432
291 C -11.510 1.478 3.968  O290 1.432, H304 1.090, H305 1.090, H306 1.090
292 H -2.763 3.165 2.728  C283 1.090
293 H -3.627 3.402 1.219  C283 1.090
294 H -2.292 2.156 1.380  C283 1.090
295 H -4.377 0.399 0.402  C285 1.090
296 H -5.299 1.810 0.528  C285 1.090
297 H -5.600 -0.499 2.512  C286 1.090
298 H -6.244 -0.605 0.989  C286 1.090
299 H -6.864 1.622 2.804  N287 1.010
300 H -8.041 -0.495 3.230  C288 1.090
301 H -8.779 -0.286 1.623  C288 1.090
302 H -9.505 2.057 2.548  C289 1.090
303 H -9.032 1.650 4.133  C289 1.090
304 H -12.483 0.995 4.051  C291 1.090
305 H -11.526 2.348 3.312  C291 1.090
306 H -11.247 1.827 4.967  C291 1.090

Values from the calculation:
Gap between HOMO and LUMO ... 8.557 eV
Total charge ... 0
Max |F| ... 3.536 eV Å⁻¹
Lowest unoccupied orbital energy ... 0.6 eV